6 unconnected molecules or ions with the total composition C3H14O5. Source: the Open Molecules 2025 dataset; level of theory: the ωB97M-V functional and the def2-TZVPD basis.

Properties
- DFT total energy: -13569.34576 eV
- LUMO: -4.965 eV
- Energy above the lowest of the compared OMol25 structures with the same formula, charge and spin: 153.4 kcal/mol
- Kohn-Sham gap: 3.373 eV
- 2S+1: 1
- Highest occupied orbital energy: -8.34 eV

Positions of all 22 atoms, in Å:
1 C 0.42 1.75 2.13
2 O 1.11 -0.86 0.56
3 C 0.63 2.63 1.07
4 C -0.29 3.05 0.06
5 H -0.58 1.45 2.43
6 H 1.21 1.76 2.91
7 H 0.80 -0.30 1.23
8 H 1.61 3.10 1.04
9 H 0.03 3.90 -0.55
10 H -1.36 2.83 0.16
11 H 0.81 -3.80 0.17
12 H 0.41 -2.28 0.44
13 O 0.07 -3.27 0.47
14 H 0.23 -0.14 -1.96
15 H -1.26 -1.39 -2.88
16 O -0.73 -1.25 -2.14
17 H -1.51 -1.24 -0.77
18 H -1.82 -2.04 0.48
19 O -1.91 -1.13 0.13
20 H 0.34 1.30 -1.29
21 H 1.03 -0.36 -0.32
22 O 0.88 0.59 -1.60